# C72H172O40P4

A 12-piece molecular cluster, C72H172O40P4 overall at a distorted geometry (the ωB97M-V functional and the def2-TZVPD basis, the Open Molecules 2025 dataset).

Each line ends with the Mulliken charge.
Atoms and positions in Å:
1 C 1.9513 -0.7712 0.4081  -1.268
2 C 1.4615 0.5464 0.9274  0.007
3 O 0.0282 0.6277 0.8007  -0.401
4 P -0.6455 1.8969 -0.0466  0.875
5 O -2.1175 2.1033 0.2015  -0.760
6 O -0.2622 1.6122 -1.6054  -0.145
7 C -1.2197 1.0823 -2.5307  -0.317
8 C -2.0251 2.1673 -3.1665  -0.948
9 O 0.2420 3.1577 0.4929  -0.311
10 C -0.1978 4.5222 0.3504  -0.279
11 C 0.1498 4.9769 -1.0509  -0.975
12 H 1.8585 -0.9696 -0.6597  0.289
13 H 3.0103 -0.8892 0.6377  0.365
14 H 1.4195 -1.6374 0.8018  0.316
15 H 1.7809 0.7075 1.9570  0.340
16 H 1.9435 1.3811 0.4185  0.235
17 H -0.6066 0.5923 -3.2871  0.356
18 H -1.9371 0.3665 -2.1293  0.307
19 H -2.5667 2.6836 -2.3739  0.249
20 H -1.2338 2.8236 -3.5287  0.166
21 H -2.6600 1.8362 -3.9884  0.410
22 H -1.2595 4.4796 0.5936  0.328
23 H 0.3187 5.0568 1.1477  0.274
24 H -0.5317 4.6113 -1.8191  0.192
25 H 0.1086 6.0659 -1.0715  0.403
26 H 1.1248 4.6271 -1.3900  0.291
27 C -7.2508 10.6134 -4.8748  -0.917
28 C -5.8249 11.1975 -4.9246  -0.184
29 O -5.4620 11.5246 -3.6084  -0.309
30 P -4.4036 10.6905 -2.7022  0.705
31 O -4.1764 11.2331 -1.3489  -0.755
32 O -5.0006 9.1795 -2.7273  -0.153
33 C -5.5233 8.4110 -1.6288  -0.284
34 C -6.9557 8.1696 -1.9148  -1.103
35 O -3.0644 10.6140 -3.6734  -0.071
36 C -2.2842 11.7645 -3.8559  -0.320
37 C -1.2778 11.9243 -2.7559  -1.088
38 H -7.1858 9.6832 -4.3103  0.052
39 H -7.9045 11.2935 -4.3287  0.270
40 H -7.6936 10.3525 -5.8359  0.396
41 H -5.1451 10.4756 -5.3770  0.258
42 H -5.8176 12.1227 -5.5009  0.355
43 H -5.0716 7.4312 -1.4733  0.284
44 H -5.3415 8.8888 -0.6662  0.354
45 H -7.4255 9.1529 -1.8917  0.278
46 H -7.0322 7.6648 -2.8778  0.236
47 H -7.3891 7.5339 -1.1427  0.420
48 H -1.6540 11.6302 -4.7350  0.321
49 H -2.9037 12.6532 -3.9770  0.307
50 H -1.5221 11.7410 -1.7096  0.320
51 H -0.3810 11.3306 -2.9330  0.288
52 H -1.0177 12.9817 -2.8048  0.336
53 C -7.1010 -1.0294 5.2720  -1.059
54 C -5.9606 -0.3050 5.9790  -0.201
55 O -6.5169 0.1115 7.1900  -0.320
56 P -6.9512 1.6262 7.4184  0.701
57 O -5.8016 2.4110 7.9147  -0.738
58 O -7.5405 2.0738 5.9914  -0.124
59 C -7.6735 3.4519 5.7967  -0.472
60 C -6.3396 3.8822 5.0207  -0.981
61 O -8.2448 1.5443 8.4172  -0.277
62 C -9.4869 0.8577 8.0272  0.043
63 C -10.4561 1.0244 9.2255  -1.292
64 H -7.5103 -1.7834 5.9444  0.273
65 H -7.9093 -0.3717 4.9523  0.229
66 H -6.6093 -1.5401 4.4441  0.417
67 H -5.1316 -1.0072 6.0674  0.452
68 H -5.6520 0.5307 5.3510  0.217
69 H -8.5752 3.6423 5.2147  0.332
70 H -7.7272 4.0144 6.7288  0.374
71 H -6.2278 3.5279 3.9959  0.285
72 H -6.2301 4.9666 5.0115  0.368
73 H -5.5365 3.4504 5.6180  0.243
74 H -9.8872 1.3943 7.1671  0.226
75 H -9.3430 -0.2017 7.8153  0.244
76 H -10.0792 0.4264 10.0553  0.314
77 H -10.7623 2.0403 9.4750  0.340
78 H -11.4177 0.6496 8.8748  0.401
79 C 11.4426 -5.1986 -3.5380  -1.022
80 C 10.6874 -5.8569 -4.6913  -0.373
81 O 9.3269 -6.0479 -4.4420  -0.276
82 P 8.8388 -7.4861 -3.8243  0.984
83 O 9.7384 -8.0580 -2.8202  -0.711
84 O 7.3689 -7.0955 -3.3041  -0.345
85 C 7.2246 -6.4068 -2.0926  -0.319
86 C 7.8191 -4.9835 -2.0744  -0.803
87 O 8.5374 -8.4430 -5.1458  -0.313
88 C 8.3530 -9.8138 -4.9401  -0.237
89 C 8.9940 -10.4863 -6.1527  -1.197
90 H 11.1315 -4.1707 -3.3515  0.273
91 H 11.3464 -5.7809 -2.6215  0.256
92 H 12.5209 -5.1121 -3.6714  0.388
93 H 10.6704 -5.1931 -5.5557  0.362
94 H 11.1822 -6.7318 -5.1130  0.329
95 H 6.1647 -6.2340 -1.9061  0.288
96 H 7.5589 -7.0714 -1.2960  0.322
97 H 8.9049 -5.0145 -1.9837  0.090
98 H 7.5800 -4.4033 -2.9656  0.278
99 H 7.7432 -4.5305 -1.0859  0.390
100 H 8.7216 -10.1632 -3.9756  0.375
101 H 7.2732 -9.9627 -4.9451  0.307
102 H 8.4421 -11.4119 -6.3164  0.348
103 H 8.8821 -9.9196 -7.0771  0.300
104 H 10.0616 -10.6329 -5.9890  0.306
105 C 3.6133 6.4952 -6.2233  -0.837
106 O 2.2678 7.0759 -6.2077  -0.299
107 C 1.4130 6.1947 -6.9110  -0.438
108 C 0.1979 7.0954 -7.2790  -0.415
109 O -0.8569 6.2866 -7.6812  -0.278
110 C -2.1180 7.0016 -7.5687  -0.408
111 C -3.3696 6.2223 -7.9931  -0.637
112 O -3.6228 6.0775 -9.3814  -0.389
113 C -2.7916 5.1148 -10.1391  -0.605
114 H 3.9529 6.2651 -7.2331  0.339
115 H 3.7257 5.5237 -5.7420  0.317
116 H 4.3414 7.2534 -5.9349  0.311
117 H 1.1033 5.3470 -6.2998  0.285
118 H 1.8127 5.7995 -7.8449  0.301
119 H 0.4275 7.7603 -8.1116  0.254
120 H -0.0366 7.6593 -6.3762  0.271
121 H -2.1483 8.0005 -8.0038  0.349
122 H -2.2236 7.2632 -6.5158  0.437
123 H -4.2581 6.6148 -7.4985  0.342
124 H -3.2723 5.1964 -7.6380  0.342
125 H -2.8717 4.0830 -9.7970  0.269
126 H -1.7317 5.3276 -9.9998  0.216
127 H -3.0064 5.1245 -11.2077  0.274
128 C -7.7306 -0.6167 -6.5036  -0.710
129 O -6.9589 -1.6789 -7.1142  -0.237
130 C -6.4424 -1.3765 -8.4379  -0.410
131 C -5.3838 -2.4154 -8.9576  -0.665
132 O -5.8446 -3.7507 -8.9113  -0.311
133 C -5.8465 -4.5257 -7.7210  -0.344
134 C -6.1610 -6.0226 -7.9910  -0.552
135 O -5.0717 -6.7748 -8.5428  -0.305
136 C -5.3495 -8.0448 -9.0793  -0.731
137 H -8.5580 -0.2650 -7.1198  0.295
138 H -7.1107 0.2481 -6.2667  0.286
139 H -8.0147 -0.9364 -5.5010  0.213
140 H -5.9146 -0.4364 -8.2774  0.368
141 H -7.2898 -1.2890 -9.1179  0.329
142 H -4.4867 -2.3579 -8.3412  0.349
143 H -5.0891 -2.1771 -9.9796  0.322
144 H -6.5826 -4.1241 -7.0245  0.295
145 H -4.8490 -4.4886 -7.2832  0.293
146 H -7.0462 -6.0567 -8.6260  0.329
147 H -6.3253 -6.3892 -6.9777  0.330
148 H -6.1421 -8.0083 -9.8267  0.306
149 H -5.7919 -8.7247 -8.3512  0.297
150 H -4.3962 -8.5090 -9.3319  0.253
151 C 7.9636 -7.9469 10.4314  -0.798
152 O 7.2747 -6.8523 9.7720  -0.313
153 C 8.3423 -5.8894 9.5454  -0.573
154 C 7.7979 -4.6095 8.9346  -0.588
155 O 7.2072 -4.8918 7.6760  -0.301
156 C 6.2329 -3.9273 7.2575  -0.565
157 C 6.9852 -2.7278 6.6315  -0.484
158 O 7.7930 -3.2590 5.5669  -0.281
159 C 8.7470 -2.4204 5.0112  -0.762
160 H 8.2749 -7.7581 11.4588  0.315
161 H 8.6389 -8.4537 9.7421  0.321
162 H 7.1369 -8.6296 10.6279  0.285
163 H 9.1082 -6.2502 8.8589  0.325
164 H 8.9164 -5.5920 10.4229  0.392
165 H 8.5859 -3.8568 8.9107  0.364
166 H 7.1939 -4.1360 9.7086  0.384
167 H 5.6681 -3.6634 8.1516  0.394
168 H 5.5178 -4.3476 6.5504  0.296
169 H 7.6278 -2.2176 7.3490  0.311
170 H 6.2796 -1.9839 6.2616  0.422
171 H 8.3639 -1.5854 4.4246  0.282
172 H 9.3455 -3.0649 4.3673  0.246
173 H 9.4283 -2.0249 5.7646  0.327
174 C -2.8006 -12.5648 -0.4553  -0.764
175 O -3.0595 -11.8189 -1.6769  -0.302
176 C -4.4154 -11.5745 -1.9532  -0.509
177 C -4.5740 -10.6068 -3.2316  -0.657
178 O -4.2558 -9.2699 -2.8787  -0.303
179 C -2.8808 -8.9734 -2.8471  -0.357
180 C -2.5238 -7.5272 -2.6248  -0.634
181 O -2.3949 -7.1698 -1.2825  -0.307
182 C -2.1518 -5.7463 -1.0980  -0.677
183 H -1.7705 -12.4824 -0.1086  0.268
184 H -2.9611 -13.6395 -0.5407  0.292
185 H -3.3780 -12.1527 0.3722  0.318
186 H -4.9675 -11.1202 -1.1305  0.370
187 H -4.7499 -12.5762 -2.2232  0.414
188 H -5.5615 -10.5889 -3.6927  0.345
189 H -3.8910 -10.9468 -4.0100  0.362
190 H -2.4745 -9.3068 -3.8019  0.263
191 H -2.4462 -9.6285 -2.0921  0.290
192 H -3.2299 -6.8877 -3.1545  0.348
193 H -1.6195 -7.1992 -3.1375  0.432
194 H -2.9401 -5.1250 -1.5231  0.241
195 H -1.2741 -5.5513 -1.7142  0.321
196 H -1.9821 -5.4732 -0.0565  0.246
197 C -8.5388 -0.1424 0.2845  -0.718
198 O -8.6879 -1.2809 -0.5126  -0.308
199 C -7.4764 -1.8902 -0.9890  -0.611
200 C -7.6303 -3.3564 -1.5278  -0.494
201 O -7.8943 -4.2393 -0.4620  -0.282
202 C -7.7297 -5.5491 -0.8238  -0.472
203 C -8.5912 -6.4824 -0.0105  -0.626
204 O -9.8864 -6.5086 -0.6476  -0.273
205 C -10.8750 -7.2747 0.0016  -0.765
206 H -8.0398 0.6303 -0.3004  0.323
207 H -7.8833 -0.2782 1.1447  0.260
208 H -9.4687 0.3545 0.5610  0.278
209 H -6.7818 -1.9586 -0.1518  0.316
210 H -7.0721 -1.2302 -1.7565  0.398
211 H -6.6800 -3.6490 -1.9742  0.373
212 H -8.3583 -3.4204 -2.3365  0.334
213 H -6.6879 -5.7622 -0.5844  0.325
214 H -8.0048 -5.7258 -1.8636  0.352
215 H -8.6910 -6.1720 1.0296  0.344
216 H -8.0968 -7.4516 0.0545  0.388
217 H -10.6487 -8.3340 -0.1202  0.306
218 H -11.8478 -7.1585 -0.4763  0.254
219 H -10.9983 -7.1371 1.0758  0.300
220 C 8.0652 8.2429 11.0799  -0.710
221 O 6.7884 8.0414 10.5260  -0.327
222 C 6.7272 7.0054 9.5108  -0.331
223 C 5.4694 7.1211 8.7311  -0.598
224 O 5.3742 6.0425 7.7797  -0.258
225 C 4.4732 6.2485 6.7322  -0.505
226 C 4.9046 5.2573 5.6188  -0.528
227 O 6.2031 5.3632 5.1236  -0.314
228 C 6.4984 4.6918 3.8816  -0.749
229 H 8.7999 8.5028 10.3178  0.314
230 H 8.3684 7.3457 11.6196  0.289
231 H 8.0099 9.1043 11.7454  0.251
232 H 6.6772 5.9917 9.9083  0.279
233 H 7.6345 7.1047 8.9149  0.290
234 H 5.5673 8.0567 8.1804  0.286
235 H 4.6018 7.3957 9.3311  0.358
236 H 4.5256 7.2958 6.4348  0.380
237 H 3.4581 6.0115 7.0507  0.266
238 H 4.2444 5.3074 4.7529  0.436
239 H 4.7527 4.2433 5.9887  0.314
240 H 6.1277 3.6692 3.9523  0.315
241 H 7.5826 4.6597 3.7741  0.258
242 H 6.2213 5.1497 2.9321  0.287
243 C 0.1385 2.6621 10.3318  -0.564
244 O -0.2914 2.5224 11.7373  -0.422
245 C -1.1825 1.5020 12.0450  -0.382
246 C -0.4289 0.1749 12.1657  -0.602
247 O 0.1610 -0.2975 10.9828  -0.306
248 C -0.7266 -1.0211 10.1235  -0.306
249 C -0.0380 -1.3265 8.8137  -0.663
250 O 0.6097 -0.2116 8.1556  -0.311
251 C -0.2668 0.8001 7.6045  -0.648
252 H -0.7201 2.7950 9.6737  0.246
253 H 0.7688 1.8763 9.9155  0.253
254 H 0.7387 3.5686 10.2526  0.307
255 H -1.9631 1.4251 11.2881  0.235
256 H -1.7576 1.6696 12.9556  0.384
257 H -1.0569 -0.5492 12.6848  0.419
258 H 0.4667 0.3339 12.7663  0.303
259 H -1.5892 -0.3881 9.9155  0.225
260 H -1.0885 -1.9322 10.6001  0.386
261 H -0.6942 -1.8062 8.0874  0.370
262 H 0.7165 -2.0982 8.9659  0.320
263 H -1.1801 0.8762 8.1946  0.246
264 H -0.5196 0.6021 6.5629  0.285
265 H 0.2690 1.7493 7.6109  0.225
266 C 11.7027 0.1687 -8.0496  -0.743
267 O 10.3762 0.2724 -7.5988  -0.277
268 C 9.8492 1.5748 -7.8256  -0.626
269 C 8.3157 1.7432 -7.3814  -0.637
270 O 8.0675 2.1691 -5.9911  -0.353
271 C 8.6833 1.2154 -5.0335  -0.470
272 C 8.1096 1.5908 -3.6391  -0.688
273 O 6.8407 0.9443 -3.2463  -0.374
274 C 5.7885 1.1836 -4.1474  -0.502
275 H 11.8017 0.0859 -9.1320  0.285
276 H 12.0963 -0.7158 -7.5489  0.234
277 H 12.2872 1.0324 -7.7326  0.329
278 H 9.9402 1.8672 -8.8717  0.488
279 H 10.5073 2.2755 -7.3116  0.414
280 H 7.7370 0.8539 -7.6311  0.321
281 H 7.8954 2.4972 -8.0469  0.398
282 H 9.7644 1.3497 -5.0695  0.431
283 H 8.4429 0.1812 -5.2800  0.413
284 H 7.9561 2.6677 -3.7101  0.345
285 H 8.8506 1.4665 -2.8494  0.355
286 H 4.9102 0.5968 -3.8784  0.254
287 H 6.1231 0.8387 -5.1258  0.179
288 H 5.5251 2.2411 -4.1273  0.224

Summary:
- Gap between HOMO and LUMO: 9.1 eV
- Calculated total energy: -7221.1875 a.u.
- SMILES: CCOP(=O)(OCC)OCC.CCOP(=O)(OCC)OCC.CCOP(=O)(OCC)OCC.CCOP(=O)(OCC)OCC.COCCOCCOC.COCCOCCOC.COCCOCCOC.COCCOCCOC.COCCOCCOC.COCCOCCOC.COCCOCCOC.COCCOCCOC
- Energy relative to the best compared isomer or geometry (same formula, charge and spin): 0.0 kJ/mol

---

# C5H15NOP2

One molecule with the formula C5H15NOP2 at a distorted geometry (the ωB97M-V functional and the def2-TZVPD basis, the Open Molecules 2025 dataset).

Each line ends with the Mulliken charge.
Atoms and positions in Å:
1 C -2.6575 1.4786 -0.3720  -0.995
2 P -1.6779 0.0089 0.0224  1.050
3 C -2.5132 -1.6078 -0.7006  -1.250
4 O -1.4688 -0.1056 1.5044  -0.797
5 N -0.2443 0.0352 -0.8684  -0.757
6 P 1.2713 -0.0285 -0.1031  0.996
7 C 2.5203 -0.0753 -1.3718  -1.093
8 C 1.7777 1.4384 0.9236  -1.217
9 C 1.4055 -1.3185 1.1331  -1.223
10 H -3.2675 1.5301 -1.2469  0.366
11 H -3.4232 1.4319 0.4748  0.316
12 H -1.8860 2.1787 -0.1574  0.230
13 H -2.8826 -2.0727 0.1095  0.412
14 H -3.4620 -1.3060 -1.2319  0.308
15 H -1.6844 -2.0321 -1.2261  0.368
16 H 2.2950 0.7249 -2.0938  0.310
17 H 3.3697 0.3564 -0.7817  0.331
18 H 2.7201 -0.9748 -1.8185  0.408
19 H 1.0197 1.1918 1.7049  0.334
20 H 2.8197 1.4521 1.4367  0.354
21 H 1.5318 2.3673 0.4956  0.401
22 H 0.6084 -1.3200 1.8687  0.366
23 H 1.5065 -2.2560 0.6551  0.390
24 H 2.3216 -1.0968 1.6432  0.394

Summary:
- Gap between HOMO and LUMO: 9.3 eV
- Calculated total energy: -1012.2307 a.u.
- SMILES: CP(C)(=O)N=P(C)(C)C
- Energy relative to the best compared isomer or geometry (same formula, charge and spin): 0.0 kJ/mol